1.
Below is a cluster of 7 separate species, C44H40O16S in total at a distorted geometry, with properties calculated with ωB97M-V/def2-TZVPD.

## Properties
Max |F| = 4.51 eV/A
Highest occupied orbital energy = -9.84 eV
2S+1 = 1
SMILES = O=S1(=O)OCCC[C@@H]1CCCCO.O=C1C=CC(=O)C=C1.O=C1C=CC(=O)C=C1.O=C1C=CC(=O)C=C1.O=C1C=CC(=O)C=C1.O=C1C=CC(=O)C=C1.O=C1C=CC(=O)C=C1
LUMO = -1.972 eV

XYZ file:
```
101
Properties=species:S:1:pos:R:3:forces:R:3
O 4.50164 -0.86419 3.10094 -2.03 0.25 -1.78
S 3.97716 -0.33922 1.82757 4.25 1.14 1.01
O 5.06312 0.30568 1.05523 -2.87 -0.71 0.62
O 2.81307 0.76693 2.17666 0.80 -1.42 -1.27
C 1.75401 0.21842 2.98636 -0.29 -0.55 1.43
C 1.47106 -1.29739 2.80289 -0.26 -0.39 -0.27
C 1.72953 -1.86865 1.37327 -0.37 0.45 0.46
C 3.15645 -1.56611 0.77385 -1.33 -0.14 -0.11
C 4.00075 -2.81827 0.41449 0.07 -0.37 0.59
C 4.81843 -3.49035 1.55246 0.38 -0.13 -0.38
C 3.97926 -4.14091 2.68529 0.53 -0.53 0.09
C 4.73948 -4.30939 4.04864 -0.95 -0.07 0.12
O 5.64396 -3.26512 4.35466 -0.18 -0.41 0.11
H 2.05191 0.36507 4.04281 -0.18 0.00 -0.50
H 0.84745 0.82083 2.84091 0.54 -0.15 -0.44
H 2.02796 -1.88925 3.55079 -0.02 0.43 -0.38
H 0.40227 -1.47847 3.02798 0.48 0.27 -0.04
H 1.51236 -2.95115 1.40209 0.36 0.42 -0.09
H 0.95597 -1.43488 0.70876 0.51 -0.14 0.17
H 2.95393 -1.04596 -0.18183 0.45 0.05 0.56
H 3.28417 -3.57647 0.04104 0.16 0.52 0.10
H 4.63230 -2.57898 -0.45544 -0.01 -0.01 0.59
H 5.39305 -4.31412 1.07568 -0.26 0.41 0.13
H 5.59290 -2.79294 1.92114 -0.63 -0.21 0.10
H 3.01313 -3.65479 2.88383 0.51 0.13 -0.21
H 3.74175 -5.17329 2.34851 -0.14 0.53 0.17
H 3.96653 -4.28535 4.84222 0.40 -0.03 -0.30
H 5.20977 -5.31004 4.13678 0.01 0.49 -0.26
H 6.49180 -3.51664 3.99470 0.35 0.13 -0.12
C -2.99796 1.25196 4.26618 0.02 0.34 -0.11
C -3.86045 2.26838 4.28483 0.29 0.00 -0.20
C -3.41000 3.64873 4.56730 -0.09 0.01 -0.05
O -4.19526 4.57606 4.58588 0.08 -0.10 0.10
C -1.96891 3.86307 4.82831 0.20 0.01 0.05
C -1.10767 2.84869 4.80997 0.04 0.20 0.04
C -1.55810 1.46724 4.52593 -0.02 -0.18 -0.02
O -0.76836 0.54251 4.50690 -0.14 0.05 0.08
H -3.30420 0.23591 4.06253 0.02 0.00 0.00
H -4.91398 2.13551 4.09715 0.00 0.06 0.00
H -1.66033 4.88072 5.03252 -0.03 0.01 0.00
H -0.04978 2.98390 4.99840 0.00 -0.04 -0.01
C 4.23889 -3.88588 -5.39464 -0.10 -0.14 0.16
C 3.69119 -3.87389 -4.18110 0.02 -0.15 -0.13
C 3.57185 -2.61741 -3.40810 0.01 0.05 0.05
O 3.06959 -2.60580 -2.29981 -0.13 -0.02 -0.27
C 4.08306 -1.37620 -4.02978 0.46 -0.21 -0.15
C 4.63145 -1.38975 -5.24454 -0.10 -0.01 0.16
C 4.74924 -2.64350 -6.01975 0.05 0.13 -0.19
O 5.24473 -2.65779 -7.12863 -0.07 -0.04 0.02
H 4.33510 -4.79364 -5.97680 0.02 0.02 -0.03
H 3.31072 -4.77116 -3.70882 -0.01 0.02 0.03
H 3.98872 -0.47707 -3.45166 0.08 0.01 0.13
H 5.01057 -0.49248 -5.71704 0.03 -0.02 -0.01
C 0.63239 1.90264 -4.82738 -0.14 0.12 -0.13
C -0.58868 1.80375 -5.34940 0.18 0.14 0.03
C -1.31292 0.51273 -5.36359 -0.15 -0.08 -0.05
O -2.42431 0.41973 -5.84449 0.06 0.00 -0.05
C -0.63270 -0.65983 -4.77298 0.12 -0.05 0.24
C 0.58659 -0.56056 -4.25084 -0.19 -0.03 0.09
C 1.31214 0.72652 -4.23936 0.13 -0.07 0.06
O 2.42924 0.81475 -3.76804 -0.43 0.43 -0.03
H 1.18075 2.83599 -4.81000 0.03 -0.02 0.03
H -1.10253 2.65130 -5.78498 -0.04 -0.03 0.00
H -1.17831 -1.59352 -4.79306 -0.01 0.01 -0.05
H 1.09925 -1.40882 -3.81745 0.01 0.01 0.03
C -1.17490 -1.52364 -10.11673 -0.08 0.02 0.23
C -0.93699 -1.53295 -8.80623 -0.17 0.02 -0.11
C 0.42622 -1.76143 -8.27774 0.06 -0.01 0.07
O 0.64370 -1.77155 -7.08142 0.01 -0.07 -0.15
C 1.51536 -1.97700 -9.25621 0.12 -0.02 -0.16
C 1.27725 -1.96780 -10.56666 0.15 -0.02 0.19
C -0.08623 -1.73963 -11.09693 -0.04 0.01 -0.22
O -0.30341 -1.72911 -12.28974 0.01 0.00 0.06
H -2.16439 -1.35897 -10.52353 0.02 0.00 -0.04
H -1.72030 -1.37551 -8.07418 0.03 0.02 0.03
H 2.50575 -2.14129 -8.84889 -0.01 0.00 0.03
H 2.05997 -2.12430 -11.29784 -0.03 0.00 -0.03
C -4.59956 7.10969 2.86619 -0.03 0.04 0.14
C -4.08128 8.08450 3.61161 -0.07 -0.18 -0.05
C -3.66106 9.36969 3.01091 0.08 0.12 0.18
O -3.18679 10.25792 3.68880 -0.02 -0.03 -0.05
C -3.83957 9.53298 1.54998 -0.07 -0.07 -0.24
C -4.35756 8.55891 0.80377 0.09 0.23 -0.01
C -4.77773 7.27296 1.40571 -0.07 -0.12 -0.07
O -5.25112 6.38578 0.72572 0.03 0.05 0.01
H -4.91112 6.16390 3.28915 0.01 0.06 -0.05
H -3.94420 7.98299 4.68072 0.01 0.02 0.00
H -3.52703 10.48017 1.12908 0.01 0.01 0.04
H -4.49473 8.65978 -0.26546 -0.02 -0.04 0.00
C -5.33589 -1.63743 8.29846 0.13 0.22 -0.04
C -5.04179 -0.64566 7.45951 0.03 -0.06 0.19
C -5.62198 -0.59516 6.09964 -0.04 0.10 -0.11
O -5.35103 0.30975 5.33324 -0.43 -0.48 0.36
C -6.54183 -1.68522 5.70584 -0.09 -0.19 0.02
C -6.83654 -2.67722 6.54433 -0.03 0.11 -0.24
C -6.25639 -2.72853 7.90541 -0.05 -0.18 0.15
O -6.52531 -3.62971 8.66986 0.01 0.04 -0.04
H -4.92123 -1.69265 9.29677 -0.02 -0.04 0.01
H -4.37169 0.16085 7.72936 -0.01 0.02 -0.04
H -6.95621 -1.62952 4.70724 0.02 0.04 0.00
H -7.50658 -3.48336 6.27431 0.00 -0.01 0.05
```
Forces are in eV/Å.



2.
Below is a structure of composition C44H41BN2O6P2PdS2 at a distorted geometry, with properties calculated with ωB97M-V/def2-TZVPD.

## Properties
Max |F| = 1.16 eV/A
Highest occupied orbital energy = -1.86 eV
Total charge = -2
2S+1 = 1
LUMO = 3.972 eV

XYZ file:
```
99
Properties=species:S:1:pos:R:3:forces:R:3
Pd -0.36746 0.16766 -0.40967 -0.85 -0.08 0.05
O -0.40996 -1.14541 1.89939 -0.10 0.10 0.14
C -0.63390 -2.37573 1.70915 0.13 -0.18 -0.02
C -1.49953 -3.13631 2.56224 0.02 0.02 -0.02
C -1.69555 -4.48615 2.39987 -0.01 -0.04 0.03
C -1.06070 -5.19472 1.37262 0.01 0.07 -0.02
C -0.24343 -4.48681 0.50774 -0.05 -0.03 0.03
C -0.02844 -3.11425 0.63518 0.02 0.00 -0.14
C 0.82076 -2.43816 -0.34624 0.15 -0.09 0.29
N 1.50446 -1.30246 -0.20200 -0.28 0.03 -0.20
C 2.20395 -1.13931 -1.38894 0.07 0.04 0.11
C 1.95019 -2.16112 -2.23545 -0.06 -0.05 0.05
N 1.09738 -3.00736 -1.55134 0.11 0.10 -0.11
H -2.00508 -2.59570 3.35616 0.01 0.01 0.00
H -2.35281 -5.01189 3.08690 -0.01 0.00 -0.01
H -1.20525 -6.26095 1.25255 0.00 -0.01 0.01
H 0.26945 -5.02541 -0.28341 0.00 -0.01 0.00
H 2.84040 -0.28337 -1.54179 -0.07 0.04 -0.02
H 2.24823 -2.34011 -3.25294 0.00 -0.01 -0.01
H 0.45000 -3.62953 -2.00188 0.02 -0.04 0.00
C 2.86713 2.58700 -8.61978 0.01 0.03 -0.01
C 2.38386 1.18628 -8.21991 -0.01 0.01 0.03
C 3.55799 0.20426 -8.33515 0.02 -0.02 0.01
C 1.31498 0.75094 -9.22289 -0.01 0.00 -0.04
C 1.85692 1.20877 -6.78080 -0.01 -0.03 0.03
C 2.71990 1.52493 -5.74000 -0.06 0.02 -0.03
C 2.30564 1.54813 -4.39780 0.03 0.02 0.02
C 0.99480 1.24044 -4.11931 -0.63 -0.26 -0.57
O 0.35132 1.15735 -2.96948 0.92 0.50 0.50
B -1.03831 0.69461 -3.20433 -0.20 -0.08 0.22
O -1.13184 0.66212 -4.68389 0.07 -0.07 -0.09
C 0.10032 0.92744 -5.16777 -0.11 -0.04 0.16
C 0.51144 0.90581 -6.47894 0.03 0.03 -0.04
H 3.29545 2.58000 -9.62803 -0.01 -0.01 -0.01
H 3.62732 2.95068 -7.92777 0.01 0.00 0.00
H 2.03665 3.29551 -8.60226 0.00 0.00 0.02
H 3.93178 0.17211 -9.36399 0.01 0.00 0.00
H 3.24472 -0.80130 -8.04800 -0.01 0.00 0.00
H 4.38224 0.49101 -7.68151 0.00 0.01 0.00
H 1.74651 0.71955 -10.22766 0.00 0.01 0.00
H 0.47283 1.44479 -9.24051 0.00 0.01 0.02
H 0.92767 -0.24211 -8.98941 0.02 -0.01 0.00
H 3.75424 1.76994 -5.95695 0.01 -0.01 0.00
H 2.99373 1.80225 -3.60072 0.01 -0.02 0.00
H -0.20880 0.65728 -7.24613 0.00 -0.01 -0.01
O -1.99125 1.68430 -2.60234 0.18 0.03 -0.37
S -1.85911 1.73947 -1.03713 0.48 -0.12 0.25
O -3.19510 1.65872 -0.48558 -0.13 0.02 0.01
O -1.14774 2.98396 -0.72237 -0.12 0.03 0.02
S -1.31034 -0.94549 -2.21092 0.22 0.10 -0.20
C -0.99265 0.97377 3.83810 0.03 0.01 0.16
P -0.82046 1.63634 2.12751 0.19 0.08 0.01
C 1.01269 1.58376 1.94109 -0.03 0.08 -0.06
C 1.87504 0.86600 2.76359 0.00 -0.08 0.00
C 3.23324 0.80673 2.48516 -0.01 0.01 -0.01
C 3.75174 1.46167 1.37721 -0.02 0.00 -0.02
C 2.90036 2.17796 0.54702 0.01 -0.02 0.02
C 1.54177 2.23924 0.82317 0.02 0.08 0.03
C -1.04202 3.41855 2.55791 0.00 -0.05 -0.11
C -0.09715 4.18054 3.23904 0.05 0.00 0.07
C -0.37979 5.48240 3.62434 -0.03 0.01 -0.01
C -1.61826 6.04071 3.32858 0.02 -0.03 -0.01
C -2.55727 5.29588 2.62959 0.02 -0.01 0.01
C -2.26702 3.99485 2.23837 -0.05 0.04 -0.07
P -2.73455 0.87596 4.39179 -0.01 -0.12 -0.06
C -3.00968 2.49071 5.24923 -0.04 -0.07 0.06
C -2.07371 3.11627 6.06974 0.00 0.02 -0.02
C -2.37901 4.30048 6.72071 -0.02 -0.01 -0.02
C -3.63530 4.87501 6.56974 0.00 0.02 0.02
C -4.57707 4.26428 5.75803 0.03 -0.04 -0.01
C -4.26040 3.08109 5.10067 -0.04 0.07 -0.01
C -2.55477 -0.17130 5.90887 0.02 0.16 -0.02
C -3.72319 -0.66890 6.48334 -0.02 0.00 0.03
C -3.68415 -1.42816 7.64341 -0.02 0.01 -0.03
C -2.46645 -1.71526 8.24428 0.02 -0.02 0.04
C -1.29380 -1.24260 7.67404 -0.03 0.02 -0.04
C -1.33952 -0.47611 6.51651 0.02 -0.05 0.01
H -0.35569 1.53327 4.52893 0.05 -0.07 0.06
H -0.66325 -0.06600 3.75025 0.01 0.01 -0.05
H 1.48758 0.30913 3.60643 -0.01 0.00 -0.02
H 3.88490 0.22721 3.12882 0.00 -0.01 -0.01
H 4.81003 1.39855 1.15193 0.00 0.00 0.00
H 3.28560 2.68250 -0.33112 0.01 0.00 0.00
H 0.87934 2.79915 0.17061 -0.02 -0.04 -0.03
H 0.87291 3.75188 3.47151 -0.02 -0.02 -0.02
H 0.36595 6.06045 4.15860 0.00 0.01 0.00
H -1.84477 7.05648 3.63177 0.00 0.00 0.01
H -3.51681 5.72995 2.37483 0.00 0.01 0.01
H -2.98397 3.42229 1.65806 0.02 -0.02 -0.01
H -1.09117 2.67880 6.19877 0.01 -0.02 0.01
H -1.63309 4.78009 7.34298 0.00 0.01 0.00
H -3.87202 5.80307 7.07653 0.00 0.00 0.00
H -5.55361 4.71258 5.62140 -0.01 0.01 0.00
H -4.98648 2.61722 4.44292 0.00 -0.02 0.00
H -4.67568 -0.46097 6.00813 0.00 0.01 -0.01
H -4.60552 -1.80559 8.07062 0.00 0.00 0.01
H -2.43070 -2.31320 9.14707 0.00 -0.01 -0.01
H -0.33690 -1.47127 8.12742 0.00 -0.01 0.00
H -0.41465 -0.12558 6.07743 0.01 0.01 0.00
```
Forces are in eV/Å.



In order of appearance, gap between HOMO and LUMO = 7.9 5.8 eV.
In order of appearance, energy above the lowest of the compared OMol25 structures with the same formula, charge and spin = 119.3 105.6 kJ/mol.